Entry 1:
{"formula": "C3H11N2S", "method": "wB97M-V/def2-TZVPD", "homo_lumo_gap_ev": 9.4074, "de_lowest_kcal_mol": 95.2, "charge": 1, "homo_energy_ev": -13.182, "energy_ha": -628.225497, "species": ["H", "C", "H", "H", "S", "C", "H", "H", "N", "H", "H", "H", "N", "H", "C", "H", "H"], "positions_angstrom": [[-0.3269, 2.1622, -1.0710], [-0.2283, 0.7117, 0.3771], [2.4048, -1.3694, -0.4722], [-0.1765, 0.4012, 1.3685], [3.1623, -0.2969, -0.0526], [-0.5768, -0.4415, -0.4536], [1.9412, 1.2296, -0.7889], [0.3107, -1.0857, -0.4807], [2.0889, 0.8839, 0.1491], [-0.3949, 2.8085, 0.3994], [-0.5298, -0.0171, -1.3983], [-2.1989, -2.0150, -0.1587], [-0.4443, 1.9362, -0.0879], [3.2415, -0.4740, 1.2843], [-1.8138, -1.0452, 0.1819], [-2.5951, -0.2813, 0.1009], [-1.6813, -1.3231, 1.1764]], "atomic_forces_ev_per_a": [[-0.51, -0.82, -0.13], [0.40, 1.46, -1.51], [0.41, -0.44, 0.69], [0.18, 0.92, 2.06], [-0.01, 0.33, 0.31], [1.93, -0.73, 0.82], [0.08, 0.66, -0.32], [-0.30, -0.44, 0.44], [-1.10, 0.27, -0.34], [0.21, -0.07, 1.19], [-1.26, 0.04, -2.48], [0.29, 0.49, -1.02], [0.24, -0.44, 0.08], [0.23, -1.08, -0.28], [-1.26, 0.05, -1.82], [-0.19, -0.46, 0.22], [0.66, 0.26, 2.09]], "nbo_charge": [0.411, 0.373, 0.067, 0.224, 0.722, -0.475, 0.334, 0.226, -1.080, 0.430, 0.216, 0.260, -0.695, 0.154, -0.621, 0.228, 0.227]}

Entry 2:
{"formula": "C3H11N2S", "method": "wB97M-V/def2-TZVPD", "homo_lumo_gap_ev": [8.5520, 7.7106], "de_lowest_kcal_mol": 144.8, "charge": 1, "homo_energy_ev": [-12.200, -11.390], "energy_ha": -628.146333, "species": ["N", "C", "H", "H", "H", "H", "H", "H", "N", "H", "H", "H", "H", "H", "C", "C", "S"], "positions_angstrom": [[1.0843, 0.2824, -0.3235], [1.3721, 1.6795, 0.0162], [-0.5755, 0.5583, -1.3520], [-0.5718, -1.6315, -2.1132], [2.2335, 1.9027, -0.7179], [3.1352, -0.1317, 0.6691], [1.6584, 1.6365, 1.0098], [-2.1702, 0.9716, 1.6064], [-0.3334, -1.5458, -1.1526], [-1.0429, -2.0660, -0.5612], [0.6831, -2.0879, -1.0577], [-2.5638, -0.7024, 0.8448], [-1.3630, -0.5946, 2.2740], [0.4771, 2.2272, -0.1836], [-1.8940, -0.0162, 1.5272], [-0.1231, -0.1074, -0.7663], [1.9511, -0.8098, 0.7606]], "atomic_forces_ev_per_a": [[1.63, -1.78, 0.93], [0.89, -0.96, -3.75], [-2.10, 2.32, -2.31], [-0.53, -0.11, -1.24], [-1.27, 0.53, 1.50], [-0.51, -0.49, -0.21], [0.51, 0.82, 1.91], [-0.36, 1.97, 0.31], [3.31, -1.31, 1.97], [0.99, 0.88, -0.67], [-2.98, 1.48, -0.05], [1.22, 1.64, 1.42], [0.10, 0.50, 0.09], [-0.27, 0.87, 0.04], [-0.77, -4.24, -2.26], [0.22, -2.50, 2.66], [-0.08, 0.38, -0.34]], "nbo_charge": [-0.485, -0.403, 0.199, 0.440, 0.230, 0.162, 0.221, 0.182, -0.734, 0.462, 0.470, 0.154, 0.184, 0.224, -0.545, 0.080, 0.159]}

Entry 3:
{"formula": "C3H11N2S", "method": "wB97M-V/def2-TZVPD", "homo_lumo_gap_ev": 8.0744, "de_lowest_kcal_mol": 18.2, "charge": 1, "homo_energy_ev": -12.379, "energy_ha": -628.348182, "species": ["H", "H", "H", "C", "H", "H", "C", "H", "C", "N", "H", "H", "N", "H", "H", "H", "S"], "positions_angstrom": [[-0.6955, 0.2742, 1.8484], [4.9089, 0.0588, -1.1980], [1.9519, 1.9229, -1.3463], [2.8962, 0.2159, -1.0691], [-2.7592, -1.4248, 2.0757], [-4.2877, -1.1636, 1.4418], [-2.6901, -0.0711, 0.4121], [2.7944, -0.8486, -1.2191], [-3.2465, -1.2824, 1.1293], [4.1251, 0.6570, -0.9769], [-2.8688, -0.1841, -0.6565], [4.3900, 1.4415, -0.3947], [1.8608, 1.0279, -0.8831], [0.9801, 0.5084, -0.8663], [-3.2180, 0.8442, 0.6721], [-3.2237, -2.1680, 0.4999], [-0.9179, 0.1918, 0.5307]], "atomic_forces_ev_per_a": [[-0.28, -0.02, 0.05], [-0.19, -0.22, 0.00], [-0.45, 0.33, 0.60], [0.31, 0.82, 0.76], [0.58, -0.42, 0.31], [-0.06, 0.33, -0.44], [-0.84, 0.21, -0.29], [-0.44, -0.15, -0.15], [-0.59, -0.03, 0.26], [0.78, -0.20, 0.15], [0.18, 0.05, -0.12], [-0.38, 0.43, -0.44], [0.73, -1.85, -0.90], [-0.29, 0.89, -0.02], [0.17, 0.05, 0.26], [0.35, -0.15, 0.20], [0.43, -0.07, -0.23]], "nbo_charge": [0.147, 0.434, 0.438, 0.420, 0.215, 0.232, -0.512, 0.227, -0.625, -0.706, 0.231, 0.438, -0.726, 0.449, 0.228, 0.222, -0.113]}

Entry 4:
{"formula": "C3H11N2S", "method": "wB97M-V/def2-TZVPD", "homo_lumo_gap_ev": 10.1826, "de_lowest_kcal_mol": 90.2, "charge": 1, "homo_energy_ev": -13.474, "energy_ha": -628.233387, "species": ["H", "H", "H", "H", "H", "C", "H", "H", "H", "H", "N", "H", "C", "S", "N", "C", "H"], "positions_angstrom": [[1.4374, -0.6120, 1.7786], [-0.5232, 1.6385, -1.0076], [0.8394, 0.9570, 1.9270], [-2.6748, -1.6769, -0.3988], [-1.1234, -2.1503, -1.1495], [1.4052, 0.3295, 1.1942], [-1.2255, -2.1878, 0.5506], [2.2617, 0.8424, 0.8423], [1.0108, 2.2041, -1.0310], [0.7292, -0.7444, -1.1755], [-1.0531, -0.2748, -0.3221], [0.2729, 1.1774, -2.2520], [0.3040, 0.0005, -0.4402], [-2.0198, 0.9658, 0.2111], [0.4775, 1.3568, -1.2342], [-1.4929, -1.6717, -0.3151], [-1.7135, 1.1904, 1.5016]], "atomic_forces_ev_per_a": [[0.80, 0.27, -1.08], [0.57, 0.92, 0.31], [0.11, 0.05, -1.16], [2.52, 0.04, 0.19], [0.89, -1.07, -1.89], [-4.06, -1.10, -0.99], [0.49, -0.77, 1.56], [1.04, -0.13, -0.19], [0.65, -0.75, 0.14], [0.14, 0.49, 1.51], [0.03, 0.24, 0.25], [1.32, 0.33, 0.88], [4.12, 0.31, 1.36], [-1.37, 0.54, -0.12], [-3.75, -0.80, -1.22], [-3.83, 1.77, 0.20], [0.34, -0.36, 0.25]], "nbo_charge": [0.243, 0.426, 0.217, 0.241, 0.212, -0.595, 0.207, 0.215, 0.459, 0.225, -0.641, 0.440, 0.161, 0.255, -0.781, -0.396, 0.112]}